Molecular formula: C41H44BN8O2RhTe
Method: DFT, ωB97M-V/def2-TZVPD

```
98
Properties=species:S:1:pos:R:3:mulliken_charge:R:1
Rh 0.05 0.61 0.91 1.7487
C 2.26 3.87 2.29 -1.0827
C 1.80 3.38 3.67 0.2842
C 0.37 3.81 3.99 -1.0891
C 1.96 1.89 3.80 0.2091
C 3.00 1.23 4.49 -1.3812
C 2.68 -0.10 4.38 -0.4963
N 1.55 -0.20 3.66 1.1266
N 1.10 1.02 3.31 -0.1762
B 0.69 -1.48 3.53 -0.2741
N 0.81 -2.24 2.18 1.2377
C 1.33 -3.47 2.01 -0.7957
C 0.83 -3.99 0.83 -1.5192
C -0.04 -2.99 0.34 -0.3397
N 0.00 -1.93 1.15 0.3453
C -1.02 -3.09 -0.80 2.2939
C -1.28 -4.56 -1.14 -2.0497
C -2.33 -2.39 -0.45 -1.3138
N -0.81 -1.11 3.73 -0.5668
C -1.63 -1.53 4.70 -0.7004
C -2.89 -1.01 4.45 -0.8627
C -2.73 -0.26 3.26 -0.3697
N -1.47 -0.33 2.85 1.1820
C -3.76 0.52 2.51 1.5982
C -4.24 1.73 3.31 -1.6030
C -4.94 -0.37 2.11 -1.4435
H 2.12 4.95 2.19 0.4042
H 1.68 3.38 1.50 -0.0699
H 3.31 3.63 2.13 0.3264
H 2.46 3.82 4.42 0.2611
H -0.33 3.31 3.31 -0.1624
H 0.25 4.89 3.87 0.3957
H 0.10 3.54 5.01 0.3335
H 3.86 1.67 4.97 0.3974
H 3.18 -0.98 4.76 0.4852
H 1.03 -2.24 4.41 -0.2910
H 1.99 -3.90 2.75 0.5067
H 1.04 -4.96 0.40 0.3479
H -0.58 -2.63 -1.68 -0.5379
H -1.69 -5.08 -0.27 0.4193
H -0.37 -5.07 -1.45 0.3897
H -2.01 -4.62 -1.95 0.4630
H -2.82 -2.91 0.38 0.4898
H -3.00 -2.40 -1.32 0.4045
H -2.16 -1.36 -0.16 -0.1790
H -1.27 -2.17 5.49 0.4219
H -3.79 -1.16 5.03 0.4613
H -3.28 0.88 1.60 -0.7533
H -4.74 1.41 4.23 0.3277
H -4.93 2.34 2.72 0.4223
H -3.39 2.35 3.58 0.2960
H -5.45 -0.78 2.99 0.2966
H -4.59 -1.22 1.50 0.2011
H -5.67 0.19 1.52 0.4276
O 1.63 -1.19 -1.96 -0.6933
C 0.64 -0.59 -2.29 -1.3888
N 0.21 -0.56 -3.64 -0.0241
C -0.83 0.41 -3.82 3.5148
C -1.21 0.64 -2.31 -1.2911
O -2.21 1.28 -2.02 -0.6965
N -0.27 0.10 -1.50 1.4104
C -1.95 -0.16 -4.68 -1.0674
C -3.19 -0.53 -4.16 0.0548
C -4.16 -1.09 -4.99 -1.0887
C -3.90 -1.29 -6.34 -0.3198
C -2.67 -0.92 -6.86 -0.8987
C -1.71 -0.35 -6.03 0.0254
C -0.34 1.76 -4.33 -0.5777
C -1.25 2.69 -4.85 -0.2046
C -0.82 3.94 -5.26 -0.8913
C 0.51 4.30 -5.14 -0.3388
C 1.42 3.39 -4.61 -0.9613
C 0.99 2.14 -4.20 -0.1312
H 0.91 -0.72 -4.35 0.4301
H -3.40 -0.35 -3.12 0.5621
H -5.12 -1.37 -4.57 0.4064
H -4.66 -1.73 -6.98 0.3702
H -2.46 -1.07 -7.91 0.3665
H -0.75 -0.05 -6.45 0.3719
H -2.29 2.42 -4.92 0.4717
H -1.54 4.65 -5.65 0.3723
H 0.84 5.29 -5.45 0.3751
H 2.46 3.67 -4.49 0.3867
H 1.70 1.45 -3.75 0.4208
C 2.13 0.59 0.56 -1.2201
C 3.26 0.12 0.62 0.0479
C 4.58 -0.42 0.66 0.4332
C 4.89 -1.48 1.51 -0.0177
C 6.17 -2.02 1.56 -0.6217
C 7.18 -1.50 0.76 -0.3895
C 6.89 -0.45 -0.09 -0.4799
C 5.61 0.09 -0.15 -0.3993
H 4.10 -1.89 2.13 0.2250
H 6.38 -2.84 2.23 0.3644
H 8.19 -1.91 0.81 0.3491
H 7.67 -0.04 -0.73 0.3464
H 5.39 0.90 -0.83 0.4562
Te -1.24 2.80 0.57 -0.5070
```

Properties
2S+1: 5
Energy: -70227.3238 eV
Total charge: -2
Kohn-Sham gap (alpha / beta): 5.58 / 5.88 eV

---

Molecular formula: C22H23N3O2PtSeSi
Method: DFT, ωB97M-V/def2-TZVPD

```
53
Properties=species:S:1:pos:R:3:mulliken_charge:R:1
Pt -0.70 0.98 0.43 0.9561
Se -0.66 -0.48 2.50 -0.3278
C -0.63 -1.60 4.07 -0.1082
C 0.01 -2.84 4.03 -0.2857
C 0.02 -3.63 5.18 -0.2981
N -0.59 -3.20 6.31 -0.6843
C -1.22 -1.99 6.37 -0.3160
C -1.25 -1.17 5.24 -0.3097
H 0.50 -3.18 3.13 0.3632
H 0.51 -4.60 5.17 0.3292
H -1.70 -1.68 7.29 0.3267
H -1.75 -0.21 5.28 0.3360
C 0.48 0.71 -2.87 0.2383
Si 1.72 0.45 -1.46 -0.2021
C 1.53 -1.37 -0.94 -0.5705
C 3.43 0.67 -2.14 -1.2262
N 1.21 1.42 -0.13 -0.3559
C 1.85 2.39 0.56 1.0015
C 3.15 2.87 0.37 -0.0908
C 3.69 3.89 1.17 -0.8105
C 2.94 4.46 2.19 -0.3038
C 1.65 4.01 2.41 -1.0037
C 1.12 2.99 1.60 -0.2917
H 0.71 0.04 -3.70 0.2820
H 0.52 1.74 -3.22 0.3958
H -0.54 0.50 -2.53 -0.9251
H 1.76 -2.03 -1.78 0.2650
H 0.50 -1.57 -0.61 0.0767
H 2.21 -1.60 -0.11 0.2883
H 3.60 -0.02 -2.98 0.3080
H 4.20 0.46 -1.39 0.2991
H 3.58 1.68 -2.53 0.3107
H 3.78 2.47 -0.40 0.1243
H 4.70 4.22 0.99 0.3345
H 3.36 5.24 2.81 0.3248
H 1.04 4.43 3.20 0.3297
H 0.10 2.65 1.79 0.2494
O -1.59 -2.19 -0.32 -0.6438
C -1.88 -1.32 -1.13 -0.2368
N -1.64 0.00 -1.07 -0.0377
C -2.13 0.56 -2.19 0.3671
O -2.13 1.73 -2.54 -0.7271
C -2.73 -0.47 -3.03 0.3154
C -3.36 -0.40 -4.26 -0.6189
C -3.84 -1.60 -4.81 -0.4160
C -3.67 -2.82 -4.12 -0.4419
C -3.03 -2.85 -2.87 -0.3819
C -2.57 -1.65 -2.36 0.2650
H -3.47 0.55 -4.76 0.4792
H -4.34 -1.59 -5.77 0.3630
H -4.04 -3.74 -4.55 0.3649
H -2.88 -3.77 -2.32 0.4958
H -1.54 2.44 0.78 -0.1753
```

Properties
2S+1: 3
Energy: -108222.5446 eV
Total charge: -2
Kohn-Sham gap (alpha / beta): 4.85 / 5.48 eV

---

Molecular formula: C27H59Cl2N5O9Si2
Method: DFT, ωB97M-V/def2-TZVPD

```
104
Properties=species:S:1:pos:R:3:mulliken_charge:R:1
C 3.97 5.26 1.95 -0.6661
C 3.29 4.95 0.83 -0.3831
Si 3.29 3.22 0.15 0.1180
Cl 4.58 2.11 1.34 -0.3647
C 3.94 3.09 -1.61 -0.8247
C 4.70 1.79 -1.95 -0.1279
C 6.17 1.82 -1.59 0.4318
O 6.79 0.87 -1.22 -0.5934
O 6.74 3.04 -1.73 -0.4513
O 1.75 2.70 0.18 0.2517
Si 1.16 1.63 1.38 0.1233
C -0.68 1.87 1.33 0.5994
C -1.20 1.76 -0.11 -1.0318
C -2.73 1.68 -0.15 -0.1601
C -3.37 2.94 0.43 -0.5041
O -3.75 2.71 1.79 -0.5485
C 1.59 -0.13 0.83 -0.6691
C 2.05 -1.17 1.88 0.2928
C 3.45 -1.75 1.60 -1.3179
Cl 1.89 -0.61 3.58 -0.2439
H 4.96 4.85 2.14 0.2317
H 3.57 5.90 2.73 0.2234
H 2.69 5.72 0.34 0.4184
H 3.06 3.13 -2.26 0.4213
H 4.56 3.95 -1.83 0.5306
H 4.66 1.60 -3.02 0.4604
H 4.29 0.93 -1.44 -0.1449
H 7.64 2.97 -1.39 0.3576
H 1.78 2.08 2.64 -0.1485
H -0.94 2.85 1.72 -0.2297
H -1.17 1.11 1.94 0.1407
H -0.78 0.89 -0.63 0.4723
H -0.89 2.65 -0.66 0.2196
H -3.02 1.57 -1.20 0.3743
H -3.11 0.81 0.38 -0.1507
H -4.25 3.23 -0.15 0.3728
H -2.63 3.74 0.39 0.2789
H -3.28 3.34 2.35 0.2896
H 0.67 -0.52 0.38 0.4168
H 2.32 -0.06 0.02 0.2563
H 1.36 -2.01 1.79 0.3753
H 4.00 -1.91 2.52 0.3750
H 3.33 -2.72 1.12 0.3506
H 4.02 -1.14 0.90 0.2184
C -4.16 -0.94 2.50 -1.4176
C -5.25 -0.92 1.45 0.8322
O -5.00 -0.94 0.26 -0.5280
N -6.54 -0.85 1.88 -0.1527
C -7.02 -0.80 3.25 -0.9101
H -3.20 -0.99 2.00 0.2099
H -4.19 -0.03 3.11 0.3465
H -4.27 -1.81 3.15 0.5195
H -7.21 -0.83 1.14 0.2348
H -7.68 -1.65 3.45 0.2990
H -7.59 0.12 3.41 0.2859
H -6.20 -0.82 3.95 0.3492
C -6.45 -1.16 -2.46 -1.0080
C -6.68 -0.98 -3.95 0.5626
O -7.09 0.08 -4.41 -0.6812
N -6.41 -2.04 -4.75 -0.1222
C -5.92 -3.35 -4.36 -0.6620
H -6.69 -0.24 -1.95 0.2943
H -7.08 -1.96 -2.07 0.3642
H -5.40 -1.40 -2.26 0.3113
H -6.58 -1.86 -5.72 0.2208
H -4.97 -3.55 -4.85 0.2849
H -6.64 -4.11 -4.66 0.2483
H -5.78 -3.40 -3.28 0.2334
C -1.16 -5.89 -4.99 -1.3582
C -1.99 -4.82 -4.31 0.8324
O -2.85 -4.19 -4.91 -0.6467
N -1.74 -4.57 -3.00 -0.1018
C -0.77 -5.21 -2.13 -0.8434
H -1.48 -5.96 -6.02 0.2977
H -0.10 -5.63 -4.96 0.3704
H -1.31 -6.85 -4.51 0.3787
H -2.32 -3.84 -2.61 0.1541
H -1.27 -5.68 -1.29 0.2878
H -0.07 -4.47 -1.74 0.2797
H -0.21 -5.96 -2.67 0.3146
C 7.47 -3.26 -0.44 -1.2340
C 6.12 -3.86 -0.73 0.7036
O 5.10 -3.46 -0.19 -0.5653
N 6.07 -4.88 -1.63 -0.1665
C 7.16 -5.48 -2.37 -0.8670
H 7.34 -2.46 0.29 0.2460
H 8.14 -4.01 -0.03 0.3661
H 7.91 -2.84 -1.34 0.3686
H 5.14 -5.24 -1.78 0.2236
H 7.00 -5.38 -3.44 0.2830
H 7.23 -6.55 -2.13 0.2836
H 8.10 -5.01 -2.11 0.3344
C 0.77 6.02 3.41 -1.1865
C -0.49 5.30 3.84 0.5223
O -1.20 4.70 3.05 -0.5989
N -0.80 5.33 5.16 -0.1460
C -0.08 5.98 6.24 -0.8747
H 0.89 5.90 2.34 0.2038
H 0.69 7.09 3.64 0.4499
H 1.64 5.60 3.91 0.3820
H -1.65 4.83 5.39 0.2409
H 0.22 5.24 6.99 0.2853
H -0.72 6.72 6.73 0.2935
H 0.80 6.48 5.87 0.3314
```

Properties
Energy: -95640.1528 eV
Kohn-Sham gap: 9.02 eV